163
Properties=species:S:1:pos:R:3:lowdin_charge:R:1 method="wB97M-V/def2-TZVPD" lumo_ev=1.1 homo_ev=-4.769 e_above_lowest_kcal_mol=0.00 total_charge=-1 orbital_gap_ha=0.2156
Ti -1.27 0.55 -0.19 0.84
C -3.19 -6.74 -0.90 -0.04
C -3.62 -6.12 0.43 -0.29
C -3.48 -7.12 1.56 -0.15
C -3.93 -6.51 2.87 -0.13
C -3.16 -5.25 3.14 -0.13
C -2.91 -4.83 4.43 0.06
C -2.20 -3.66 4.65 -0.24
F -1.95 -3.31 5.93 0.07
C -1.76 -2.86 3.64 0.09
C -2.02 -3.26 2.31 -0.04
C -1.64 -2.42 1.21 -0.21
O -1.19 -1.22 1.45 -0.08
C -1.70 -2.94 -0.07 0.01
C -2.33 -4.15 -0.23 0.06
N -2.85 -4.89 0.75 0.06
C -2.68 -4.47 2.07 -0.06
C -1.17 -2.33 -1.37 -0.56
O -1.02 -3.10 -2.31 0.05
O -0.90 -1.08 -1.38 -0.15
H -3.62 -7.73 -0.97 0.09
H -2.10 -6.84 -0.94 0.10
H -3.52 -6.17 -1.76 0.09
H -4.67 -5.81 0.36 0.16
H -2.43 -7.45 1.62 0.14
H -4.07 -8.00 1.32 0.12
H -3.80 -7.21 3.70 0.12
H -4.99 -6.28 2.81 0.13
H -3.24 -5.41 5.28 0.13
H -1.22 -1.95 3.85 0.12
H -2.42 -4.52 -1.24 0.13
C -5.34 2.15 1.38 -0.06
C -4.66 0.89 1.89 -0.57
O -5.40 0.43 3.03 -0.06
P -2.96 1.25 2.43 0.43
O -3.07 2.39 3.55 -0.09
O -2.40 0.02 3.12 -0.23
O -2.13 1.77 1.27 -0.37
P -4.63 -0.43 0.58 0.38
O -4.52 -1.78 1.51 -0.14
O -5.91 -0.47 -0.15 -0.27
O -3.28 -0.33 -0.09 -0.37
H -5.59 2.79 2.23 0.08
H -6.26 1.88 0.85 0.08
H -4.70 2.68 0.68 0.07
H -4.87 -0.28 3.43 0.08
H -3.15 3.27 3.15 0.09
H -1.69 -0.70 2.28 0.03
H -5.42 -2.03 1.73 0.07
C 4.58 -1.98 -4.44 -0.20
Si 3.36 -2.65 -3.18 0.38
C 2.01 -3.61 -4.06 -0.19
C 4.29 -3.83 -2.04 -0.19
C 2.58 -1.27 -2.19 -0.57
Te 1.60 0.17 -3.43 1.29
C 3.33 1.39 -3.81 -0.58
Si 3.01 2.78 -5.03 0.39
C 4.66 3.59 -5.44 -0.19
C 1.88 4.08 -4.29 -0.17
C 2.26 2.10 -6.62 -0.19
H 5.07 -2.81 -4.96 0.03
H 5.37 -1.38 -3.96 0.03
H 4.08 -1.36 -5.18 0.01
H 2.45 -4.37 -4.71 0.02
H 1.40 -2.94 -4.67 0.02
H 1.35 -4.10 -3.34 0.02
H 4.80 -4.61 -2.61 0.02
H 3.61 -4.31 -1.34 0.02
H 5.05 -3.30 -1.46 0.02
H 3.24 -0.71 -1.52 0.00
H 1.77 -1.65 -1.56 0.00
H 4.12 0.75 -4.19 -0.01
H 3.65 1.81 -2.85 0.01
H 5.14 3.97 -4.54 0.03
H 4.52 4.43 -6.13 0.03
H 5.34 2.88 -5.92 0.02
H 2.42 4.64 -3.51 0.03
H 0.99 3.66 -3.83 0.00
H 1.56 4.79 -5.05 0.03
H 3.04 1.62 -7.23 0.03
H 1.80 2.89 -7.21 0.03
H 1.50 1.34 -6.41 0.00
C -1.51 1.80 -4.08 -0.28
Ge -2.23 2.10 -2.25 0.95
C -4.15 1.69 -2.53 -0.33
C -5.17 2.57 -2.16 -0.13
C -6.50 2.28 -2.41 -0.10
C -6.85 1.09 -3.03 -0.11
C -5.85 0.20 -3.41 -0.10
C -4.52 0.50 -3.15 -0.12
C -2.20 4.05 -1.85 -0.25
C -1.74 4.43 -0.61 -0.14
C -1.62 5.79 -0.24 -0.08
C -1.95 6.78 -1.11 -0.05
C -2.45 6.45 -2.40 -0.17
C -2.81 7.47 -3.32 -0.05
C -3.31 7.15 -4.55 -0.10
C -3.48 5.80 -4.91 -0.08
C -3.13 4.80 -4.04 -0.04
C -2.59 5.09 -2.76 -0.17
H -2.19 2.17 -4.84 0.01
H -1.38 0.72 -4.24 -0.01
H -0.54 2.28 -4.22 -0.04
H -4.92 3.52 -1.69 0.09
H -7.28 2.98 -2.11 0.10
H -7.89 0.85 -3.21 0.09
H -6.11 -0.74 -3.88 0.10
H -3.76 -0.22 -3.43 0.10
H -1.45 3.67 0.10 0.06
H -1.25 6.03 0.75 0.10
H -1.85 7.82 -0.84 0.10
H -2.68 8.50 -3.02 0.10
H -3.59 7.94 -5.25 0.09
H -3.90 5.55 -5.88 0.10
H -3.30 3.77 -4.32 0.08
C 1.47 3.15 -0.62 -0.01
C 1.54 1.70 -0.20 -0.66
O 2.63 1.16 -0.04 -0.04
N 0.35 1.09 0.02 -0.07
Te 1.99 -1.02 2.39 1.52
C 3.26 -2.15 3.70 -0.40
C 4.07 -3.17 3.19 -0.32
C 4.09 -3.58 1.74 -0.10
C 4.92 -3.87 4.05 -0.03
C 5.01 -3.57 5.39 -0.28
C 5.95 -4.31 6.30 -0.06
C 4.20 -2.55 5.89 -0.02
C 3.32 -1.85 5.07 -0.29
C 2.47 -0.78 5.70 -0.07
C 2.83 0.86 2.90 -0.42
C 4.19 1.09 2.70 -0.29
C 5.10 0.07 2.08 -0.06
C 4.72 2.32 3.07 -0.01
C 3.93 3.34 3.58 -0.27
C 4.52 4.67 3.96 -0.06
C 2.57 3.10 3.72 -0.02
C 2.00 1.88 3.38 -0.31
C 0.51 1.73 3.50 -0.08
H 2.46 3.50 -0.90 0.08
H 1.10 3.76 0.22 0.08
H 0.77 3.28 -1.44 0.05
H 3.32 -3.09 1.14 0.00
H 3.97 -4.66 1.64 0.08
H 5.06 -3.32 1.29 0.08
H 5.54 -4.66 3.63 0.11
H 6.56 -5.03 5.75 0.07
H 5.40 -4.87 7.07 0.08
H 6.62 -3.63 6.82 0.08
H 4.24 -2.31 6.94 0.11
H 2.47 -0.88 6.79 0.07
H 1.44 -0.85 5.34 0.05
H 2.82 0.21 5.44 0.08
H 4.64 -0.32 1.16 0.06
H 5.28 -0.77 2.75 0.07
H 6.05 0.52 1.82 0.08
H 5.78 2.50 2.92 0.11
H 5.59 4.71 3.75 0.07
H 4.38 4.87 5.03 0.08
H 4.04 5.48 3.42 0.08
H 1.93 3.89 4.09 0.12
H 0.08 2.56 4.06 0.08
H 0.22 0.80 3.99 0.04
H 0.05 1.72 2.51 0.05



15
Properties=species:S:1:pos:R:3:nbo_charge:R:1 method="wB97M-V/def2-TZVPD" lumo_ev=1.0 homo_ev=-9.173 e_above_lowest_kcal_mol=17.35 total_charge=0 orbital_gap_ha=0.3739
N 1.09 0.07 -2.00 -0.84
C -0.34 0.28 -1.84 -0.24
C -0.69 1.06 -0.57 -0.23
N -0.12 0.58 0.74 -0.84
H 1.63 0.91 -2.12 0.36
H 1.25 -0.53 -2.81 0.36
H -0.94 -0.64 -1.71 0.19
H -0.94 0.76 -2.68 0.17
H -0.50 2.11 -0.43 0.19
H -1.80 0.91 -0.56 0.18
H 0.80 0.96 0.91 0.35
H -0.07 -0.43 0.62 0.36
O -0.04 -1.78 3.15 -0.93
H 0.59 -1.14 3.49 0.46
H -0.86 -1.29 3.24 0.47



96
Properties=species:S:1:pos:R:3:lowdin_charge:R:1 method="wB97M-V/def2-TZVPD" lumo_ev=1.7 homo_ev=-6.368 total_charge=-1 orbital_gap_ha=0.2953
N 1.56 -1.21 -3.86 0.17
C 2.08 -0.40 -4.53 -0.39
O 2.29 0.50 -5.44 -0.10
S 2.80 1.94 -4.69 0.52
O 3.43 1.59 -3.46 -0.29
O 3.74 2.56 -5.58 -0.28
N 1.58 2.96 -4.37 -0.28
S 0.64 3.25 -5.68 0.54
O 1.22 2.87 -6.94 -0.33
O 0.24 4.63 -5.66 -0.32
C -0.80 2.20 -5.43 -0.28
C -1.32 1.49 -6.48 -0.06
C -2.40 0.68 -6.22 -0.08
C -2.92 0.60 -4.96 -0.09
C -2.39 1.33 -3.93 -0.08
C -1.31 2.14 -4.16 -0.07
H -0.85 1.58 -7.45 0.12
H -2.81 0.11 -7.05 0.11
H -3.77 -0.07 -4.78 0.09
H -2.80 1.30 -2.92 0.11
H -0.87 2.69 -3.33 0.11
O -0.91 -1.56 1.89 -0.30
S 0.48 -1.37 2.21 0.57
O 1.00 -0.07 2.47 -0.27
O 1.36 -2.10 1.12 -0.26
C 1.17 -1.74 -0.28 -0.24
C 1.76 -0.38 -0.61 -0.07
C 0.89 -2.43 3.57 -0.12
H 0.11 -1.78 -0.53 0.11
H 1.68 -2.50 -0.86 0.12
H 1.24 0.42 -0.09 0.07
H 1.69 -0.19 -1.68 0.04
H 2.81 -0.33 -0.31 0.09
H 0.52 -3.43 3.37 0.07
H 0.42 -2.01 4.46 0.07
H 1.97 -2.43 3.69 0.07
O 0.69 3.68 -0.97 -0.28
S 1.97 4.19 -0.58 0.56
O 3.07 3.32 -0.31 -0.27
O 1.77 5.15 0.69 -0.27
C 1.10 4.61 1.84 -0.26
C 1.99 3.65 2.62 -0.07
C 2.49 5.40 -1.73 -0.11
H 0.17 4.13 1.55 0.11
H 0.85 5.46 2.47 0.12
H 2.21 2.76 2.04 0.06
H 1.49 3.34 3.54 0.08
H 2.94 4.12 2.87 0.08
H 1.67 6.09 -1.92 0.08
H 2.76 4.88 -2.65 0.07
H 3.36 5.92 -1.33 0.07
O -4.70 -4.65 4.25 -0.28
S -3.42 -4.07 4.54 0.58
O -2.28 -4.90 4.77 -0.28
O -3.59 -3.07 5.78 -0.26
C -4.15 -3.58 6.99 -0.26
C -3.19 -4.47 7.75 -0.08
C -3.02 -2.87 3.32 -0.13
H -5.09 -4.11 6.78 0.11
H -4.40 -2.72 7.60 0.12
H -2.97 -5.38 7.20 0.07
H -3.61 -4.76 8.71 0.08
H -2.24 -3.96 7.92 0.08
H -3.88 -2.22 3.17 0.08
H -2.79 -3.40 2.40 0.08
H -2.16 -2.31 3.66 0.04
O -5.79 -1.96 -4.54 -0.28
S -4.98 -3.00 -5.10 0.56
O -4.10 -2.75 -6.20 -0.27
O -5.93 -4.24 -5.46 -0.26
C -7.04 -4.00 -6.33 -0.26
C -6.62 -3.82 -7.78 -0.08
C -4.06 -3.77 -3.82 -0.12
H -7.63 -3.15 -5.98 0.11
H -7.68 -4.88 -6.25 0.12
H -6.03 -2.91 -7.90 0.07
H -7.49 -3.74 -8.43 0.08
H -6.00 -4.65 -8.11 0.08
H -4.73 -3.99 -2.99 0.07
H -3.29 -3.07 -3.50 0.08
H -3.61 -4.68 -4.21 0.08
O 4.78 1.95 6.89 -0.27
S 5.58 2.86 6.13 0.57
O 5.07 3.52 4.98 -0.27
O 6.95 2.14 5.75 -0.27
C 6.89 0.90 5.03 -0.25
C 6.50 1.09 3.58 -0.07
C 6.25 4.07 7.22 -0.13
H 6.21 0.21 5.54 0.11
H 7.89 0.46 5.09 0.12
H 5.48 1.46 3.48 0.07
H 6.56 0.14 3.04 0.08
H 7.16 1.81 3.10 0.09
H 6.68 3.57 8.09 0.07
H 5.43 4.72 7.52 0.08
H 7.01 4.64 6.69 0.07